# 1
{"formula": "C35H52F36O8P2Pd", "method": "ωB97M-V with the def2-TZVPD basis set", "fmax_ev_per_a": 3.8, "homo_lumo_gap_ev": [9.671, 7.145], "total_energy_ev": -173414.012, "spin_multiplicity": 3, "species": ["Pd", "P", "F", "F", "F", "F", "F", "F", "P", "F", "F", "F", "F", "F", "F", "C", "C", "C", "F", "F", "F", "F", "O", "C", "C", "F", "F", "F", "F", "H", "H", "H", "H", "C", "C", "C", "F", "F", "F", "F", "O", "C", "C", "F", "F", "F", "F", "H", "H", "H", "H", "C", "C", "C", "F", "F", "F", "F", "O", "C", "C", "F", "F", "F", "F", "H", "H", "H", "H", "C", "C", "C", "O", "C", "H", "H", "H", "H", "H", "H", "H", "H", "C", "C", "C", "O", "C", "H", "H", "H", "H", "H", "H", "H", "H", "C", "C", "C", "O", "C", "H", "H", "H", "H", "H", "H", "H", "H", "C", "C", "C", "O", "C", "H", "H", "H", "H", "H", "H", "H", "H", "C", "C", "C", "O", "C", "H", "H", "H", "H", "H", "H", "H", "H"], "coordinates": [[-1.84445, -2.86029, -1.38213], [-2.83313, -5.41976, 0.24249], [-4.06542, -4.44665, 0.54077], [-2.89132, -4.79993, -1.34960], [-1.67877, -4.05705, 0.50349], [-1.57335, -6.27597, -0.17369], [-2.66181, -5.94647, 1.72636], [-3.80051, -6.60479, -0.18875], [0.51282, -0.32179, -0.59250], [-0.86651, -1.00603, -1.18111], [0.33391, 0.86448, -1.66259], [-0.40699, 0.47766, 0.49544], [1.78990, 0.47354, 0.03609], [0.58709, -1.53479, 0.43113], [1.39246, -1.10356, -1.72773], [-1.97466, 2.41675, 5.37209], [-1.74524, 3.70515, 4.56049], [-2.79898, 4.79577, 4.63963], [-2.47349, 5.88909, 3.86570], [-3.93207, 4.25570, 4.13339], [-0.54049, 4.23077, 4.90598], [-1.66299, 3.28856, 3.24701], [-1.26453, 1.31676, 4.75907], [-2.05973, 0.37891, 4.19307], [-1.26925, -0.69750, 3.53188], [-0.32804, -1.23046, 4.27014], [-2.14604, -1.69164, 3.17124], [-2.83729, -0.11660, 5.20260], [-2.98150, 0.78682, 3.30364], [-3.03397, 2.16252, 5.53427], [-1.51128, 2.53507, 6.35432], [-2.99474, 5.15206, 5.66395], [-0.80464, -0.33091, 2.57704], [5.48245, 0.65476, -0.16299], [5.12094, -0.45929, 0.82843], [4.58835, 0.01211, 2.18124], [4.16719, -1.15860, 2.82588], [5.64123, 0.53680, 2.93710], [4.23837, -1.35980, 0.28891], [6.32591, -1.09632, 0.97600], [4.37293, 1.36699, -0.51507], [4.63478, 2.37795, -1.36321], [3.19657, 2.86871, -1.78400], [2.79923, 3.79317, -0.88263], [3.14972, 3.45033, -2.97782], [5.41320, 3.30974, -0.74970], [5.34643, 1.86661, -2.45868], [5.93132, 0.17897, -1.01413], [6.26354, 1.28904, 0.33321], [3.75067, 0.70255, 2.09529], [2.51796, 2.04302, -1.87642], [-1.46467, 6.39478, -1.76534], [-0.28093, 7.13680, -2.39455], [1.08660, 6.72609, -1.82753], [2.09598, 7.48720, -2.32631], [1.08281, 6.83260, -0.45079], [-0.23050, 6.89500, -3.71517], [-0.51069, 8.50953, -2.25538], [-1.17064, 4.99696, -1.76005], [-2.11072, 4.27410, -1.02654], [-1.80109, 2.75653, -1.15653], [-2.67268, 2.02234, -0.46486], [-1.93940, 2.39574, -2.52754], [-2.10152, 4.51898, 0.28135], [-3.38959, 4.55904, -1.57514], [-2.36417, 6.51243, -2.37713], [-1.51506, 6.88656, -0.79656], [1.28241, 5.67622, -2.06707], [-0.75764, 2.47359, -0.78103], [2.81926, -4.54551, 2.67224], [4.30130, -4.87074, 2.29708], [4.31457, -4.60613, 0.79246], [2.93826, -4.69090, 0.40620], [2.26204, -3.92371, 1.43523], [2.75537, -3.82803, 3.50438], [2.28252, -5.41738, 2.93129], [4.52871, -5.95858, 2.45106], [4.96751, -4.27558, 2.92509], [4.84935, -5.44230, 0.32698], [4.71602, -3.68430, 0.51094], [1.13057, -4.03508, 1.24936], [2.50511, -2.89647, 1.42368], [1.78743, -5.11640, -2.65602], [1.94990, -3.72556, -3.29039], [0.53091, -3.27700, -3.38359], [-0.21376, -3.96286, -2.35807], [0.69058, -4.90397, -1.63547], [2.68211, -5.41271, -2.12041], [1.50857, -5.87023, -3.40517], [2.34029, -3.64641, -4.29070], [2.46919, -3.06513, -2.53606], [0.08305, -3.64500, -4.28422], [0.38028, -2.19016, -3.32482], [0.04661, -5.78770, -1.59582], [1.03378, -4.40343, -0.70718], [-5.19127, -0.58825, 0.74626], [-5.82815, -0.83674, -0.65833], [-4.99662, -1.85899, -1.30487], [-3.66935, -1.63564, -0.78862], [-3.78482, -1.17735, 0.57548], [-5.72404, -1.06040, 1.52422], [-5.20487, 0.45721, 1.07035], [-5.70546, 0.11443, -1.20985], [-6.90811, -1.05671, -0.65610], [-4.89623, -1.83939, -2.40790], [-5.38087, -2.83535, -1.00415], [-3.03158, -0.38849, 0.71284], [-3.47930, -1.98773, 1.25951], [1.26489, 4.23705, 2.62684], [2.62184, 4.72473, 3.04795], [3.48860, 3.62709, 2.44401], [2.73558, 2.43809, 2.59327], [1.38065, 2.72276, 2.81179], [1.09107, 4.49163, 1.57443], [0.50947, 4.74752, 3.22240], [2.67926, 4.76317, 4.14503], [2.97290, 5.68654, 2.72296], [4.37793, 3.54812, 3.02231], [3.68907, 3.77086, 1.39789], [1.15009, 2.47295, 3.80283], [0.76796, 2.10776, 2.17565], [-2.47038, -1.93208, -5.89977], [-3.45031, -3.17333, -5.66740], [-3.00994, -3.67034, -4.30576], [-2.64351, -2.49724, -3.58397], [-2.34307, -1.40437, -4.46549], [-2.97944, -1.21280, -6.60376], [-1.57145, -2.34355, -6.23601], [-3.26782, -3.96062, -6.43218], [-4.49946, -2.84150, -5.71843], [-2.19281, -4.38295, -4.34306], [-3.80284, -4.19130, -3.78565], [-1.25104, -1.05146, -4.28763], [-2.92041, -0.51864, -4.15355]], "forces_ev_per_angstrom": [[-0.8, -0.7, -0.6], [0.3, -0.6, -0.1], [0.7, 0.0, 0.5], [0.0, -0.1, 0.0], [-1.2, -0.8, 0.1], [0.5, 0.1, -0.5], [-0.4, 1.1, -0.1], [-0.1, 0.4, 0.0], [1.5, 1.6, 0.7], [-0.5, 0.5, -0.7], [-0.3, 0.1, -0.1], [-0.3, 0.0, -0.4], [-0.3, -1.2, -0.5], [0.6, -0.3, -0.1], [-0.3, 0.2, 1.2], [0.0, -0.3, 0.6], [0.7, -1.2, -1.1], [-0.5, 0.8, -0.1], [0.0, -1.1, 0.6], [-0.2, 0.1, 0.1], [-0.3, 0.0, 0.3], [0.0, 0.8, 0.5], [-0.3, 0.9, -0.7], [-1.0, 0.0, 1.8], [0.4, -0.5, -3.1], [0.8, -0.4, 1.3], [0.1, 0.2, 0.3], [-0.1, -0.7, 0.3], [0.2, 0.9, -0.6], [0.4, 0.3, -0.4], [-0.1, 0.1, -0.1], [0.2, -0.1, -0.3], [-0.4, 0.0, 0.8], [1.6, -0.8, 1.8], [0.8, 0.3, -0.9], [0.6, -1.5, 1.0], [0.3, 1.2, -0.2], [-1.4, -0.4, -1.1], [0.4, 0.7, 0.2], [-0.4, -0.3, 0.4], [-1.2, 0.8, -0.2], [-0.4, -0.6, -0.7], [0.9, 0.2, 0.0], [-0.2, -0.1, 0.3], [0.6, 0.8, -1.1], [-0.4, -0.1, -0.9], [-0.8, 1.2, 0.9], [0.2, -0.4, -0.4], [-0.6, -0.5, -0.3], [0.1, 0.2, 0.2], [-0.3, -0.6, 0.8], [0.6, 0.7, -0.6], [-0.4, 0.8, -0.1], [0.4, -0.3, 0.6], [-0.7, -0.1, 0.3], [-0.1, 0.2, -0.8], [0.1, -0.1, -0.5], [0.3, -1.4, 0.1], [-0.7, -0.5, 1.6], [-0.2, -0.7, -2.1], [1.4, -0.5, -1.6], [-0.6, 0.1, 0.1], [0.3, 0.6, 2.0], [-0.3, 0.8, 0.0], [1.6, -0.4, 1.3], [0.2, 0.6, 0.2], [-0.5, -0.6, 0.4], [0.0, 0.2, -0.1], [-1.4, 0.7, -0.8], [0.7, 1.0, 1.0], [-0.6, -0.7, 0.6], [-0.4, -2.3, 0.4], [0.1, 1.0, -0.2], [-1.7, -1.9, -0.9], [0.1, -0.3, -0.1], [-0.6, -1.0, 0.3], [-0.2, 1.0, 0.1], [0.2, 0.0, -0.4], [-0.1, 0.4, -0.4], [0.7, 1.5, -0.4], [1.7, 0.1, 0.6], [0.4, 1.3, -0.5], [0.6, 0.2, -0.1], [0.0, 0.6, 1.7], [-0.9, 0.5, -0.1], [0.0, 0.5, 0.9], [-0.8, 0.3, -1.1], [0.2, -0.2, -0.1], [0.0, 0.1, 0.3], [0.8, -0.3, -0.1], [-0.2, -0.6, -1.1], [-0.2, 0.0, -1.0], [0.1, -0.4, 0.1], [0.5, 0.2, 1.0], [-0.4, -0.8, -0.6], [0.2, -0.2, -0.9], [-0.7, 2.7, 0.2], [0.5, -1.4, -0.7], [0.1, -0.3, -0.1], [1.1, 0.7, 0.8], [-0.6, -1.1, 0.8], [0.3, 0.0, -0.6], [-0.2, -0.3, 0.1], [0.5, -0.1, 0.2], [-0.3, 0.2, 0.6], [0.4, -0.4, 0.0], [-0.1, -0.2, -0.2], [-0.7, 0.2, -0.3], [-0.9, 0.9, -0.6], [0.7, -0.5, 0.1], [-0.5, 0.3, 0.9], [0.9, -0.9, -0.3], [-0.1, 1.2, -0.5], [0.0, -0.1, 0.0], [-0.1, -0.4, -0.4], [0.2, -0.4, -0.2], [-0.3, 0.6, -0.5], [1.1, -0.4, 0.2], [0.2, 0.4, -0.5], [-0.5, -0.5, 1.7], [-0.3, 0.0, -0.6], [-3.7, -0.1, 0.8], [0.9, 0.3, -1.0], [-0.7, -0.2, -0.4], [0.2, 0.2, 0.9], [2.5, 1.3, 0.1], [1.0, -0.7, 0.7], [1.5, -0.1, -0.8], [-0.3, 0.6, 0.4], [0.4, -0.3, 0.2], [0.5, 0.1, -0.2], [-0.3, 0.1, 0.4], [-1.6, -0.7, -0.1], [-0.3, -0.5, -0.4]], "mulliken_spin": [1.64, 0.00, 0.00, 0.05, 0.04, 0.00, 0.00, 0.00, 0.02, 0.04, 0.00, 0.00, 0.00, -0.01, 0.00, 0.00, 0.00, 0.00, 0.00, 0.00, 0.00, 0.00, 0.00, 0.00, 0.00, 0.00, 0.00, 0.00, 0.00, 0.00, 0.00, 0.00, 0.00, 0.00, 0.00, 0.00, 0.00, 0.00, 0.00, 0.00, 0.00, 0.00, 0.00, 0.00, 0.00, 0.00, 0.00, 0.00, 0.00, 0.00, 0.00, 0.00, 0.00, 0.00, 0.00, 0.00, 0.00, 0.00, 0.00, 0.00, 0.00, 0.00, 0.00, 0.00, 0.00, 0.00, 0.00, 0.00, 0.00, 0.00, 0.00, 0.00, 0.00, 0.00, 0.00, 0.00, 0.00, 0.00, 0.00, 0.00, 0.00, 0.00, 0.00, 0.01, -0.01, 0.09, 0.00, 0.00, 0.00, 0.00, 0.00, 0.00, 0.00, 0.00, -0.01, 0.00, 0.00, -0.01, 0.07, -0.01, 0.00, 0.00, 0.00, 0.00, 0.00, 0.00, 0.00, 0.00, 0.00, 0.00, 0.00, 0.00, 0.00, 0.00, 0.00, 0.00, 0.00, 0.00, 0.00, 0.00, 0.00, 0.00, 0.00, -0.01, 0.06, -0.01, 0.00, 0.00, 0.00, 0.00, 0.00, 0.00, 0.00, 0.00]}

=====

# 2
{"formula": "C35H52O2P4Tl", "method": "ωB97M-V with the def2-TZVPD basis set", "fmax_ev_per_a": 2.0, "homo_lumo_gap_ev": 2.754, "relative_energy_ev": 0.000, "total_energy_ev": -83058.318, "total_charge": 3, "spin_multiplicity": 1, "species": ["Tl", "P", "P", "P", "H", "C", "C", "H", "C", "C", "C", "C", "C", "C", "C", "C", "C", "H", "H", "H", "H", "H", "H", "H", "H", "H", "H", "H", "H", "H", "H", "H", "H", "H", "H", "H", "H", "H", "H", "H", "H", "H", "H", "H", "H", "H", "C", "C", "C", "C", "C", "C", "O", "H", "H", "H", "H", "H", "H", "O", "P", "C", "C", "C", "C", "C", "C", "C", "C", "C", "C", "C", "C", "C", "C", "C", "C", "C", "C", "H", "H", "H", "H", "H", "H", "H", "H", "H", "H", "H", "H", "H", "H", "H"], "coordinates": [[0.35771, -0.79701, -0.06615], [-1.19902, -3.03287, -0.02615], [2.28390, -0.99798, 1.77643], [1.93270, -1.89139, -2.14276], [0.26983, 2.35411, -1.62566], [0.23262, 1.59033, -2.40983], [-0.93153, 1.03707, -2.81449], [-1.91251, 1.42333, -2.49524], [-2.76834, -2.90601, 0.89754], [-0.42477, -4.49983, 0.73970], [-1.77377, -3.60259, -1.66931], [3.50050, 0.37226, 1.72790], [1.53130, -0.93982, 3.44192], [3.28226, -2.53636, 1.72838], [1.33651, -1.70741, -3.86248], [2.29544, -3.68127, -2.00104], [3.59139, -1.10736, -2.18536], [1.18349, 1.34306, -2.90369], [-0.95675, 0.21725, -3.55674], [-3.45156, -2.18978, 0.42643], [-2.57959, -2.57014, 1.92487], [-3.23303, -3.89726, 0.92836], [-0.14782, -4.26397, 1.77814], [0.47546, -4.80213, 0.18763], [-1.16181, -5.31622, 0.73209], [-2.34509, -2.80098, -2.16344], [-2.42502, -4.47870, -1.52627], [-0.92373, -3.87851, -2.31084], [4.24031, 0.25210, 2.53367], [2.96232, 1.32637, 1.86377], [4.02005, 0.39151, 0.75453], [2.31373, -0.99861, 4.21010], [0.82884, -1.78165, 3.56667], [0.97557, 0.00650, 3.55628], [3.93297, -2.58219, 2.61697], [3.90529, -2.56475, 0.81651], [2.60720, -3.41041, 1.72563], [2.08606, -2.08466, -4.56921], [1.12427, -0.65402, -4.08548], [0.40826, -2.27669, -4.00315], [3.03991, -3.97538, -2.75329], [1.38702, -4.27949, -2.15509], [2.69198, -3.91185, -1.00265], [4.17300, -1.46550, -3.04735], [4.16056, -1.31927, -1.26860], [3.48909, -0.01570, -2.26989], [7.23605, 1.50979, -1.35566], [8.07570, 2.64619, -1.33131], [7.95986, 3.58316, -2.35852], [7.05751, 3.37075, -3.40998], [6.29317, 2.19649, -3.46595], [6.41887, 1.24080, -2.45608], [7.08930, 0.67365, -0.28216], [7.72075, 0.94268, 0.40912], [8.76803, 2.77668, -0.50108], [8.57355, 4.48685, -2.34001], [6.95751, 4.12313, -4.19471], [5.60017, 2.01353, -4.28646], [5.87004, 0.30150, -2.46792], [-1.74216, 0.41496, 0.74135], [-3.06068, 1.06761, 1.11877], [-2.81417, 2.83470, 1.27740], [-3.81465, 3.70234, 1.73380], [-3.57361, 5.07911, 1.77595], [-2.31908, 5.58154, 1.41857], [-1.30828, 4.70790, 1.00632], [-1.56279, 3.34353, 0.91780], [-4.34423, 0.77497, -0.09377], [-5.64788, 1.29554, 0.00798], [-6.61911, 0.96232, -0.94646], [-6.29401, 0.09067, -1.98948], [-5.00096, -0.42381, -2.10007], [-4.02640, -0.05008, -1.17573], [-3.67027, 0.44372, 2.67570], [-4.79223, -0.38888, 2.80001], [-5.16419, -0.86977, 4.05788], [-4.42490, -0.53667, 5.19846], [-3.27578, 0.25286, 5.05282], [-2.89067, 0.72554, 3.80505], [-4.78035, 3.30164, 2.03835], [-4.37588, 5.75281, 2.07697], [-2.12475, 6.65202, 1.44660], [-0.32451, 5.07783, 0.73024], [-0.79816, 2.65709, 0.55165], [-5.93343, 1.96892, 0.81420], [-7.62215, 1.38339, -0.86476], [-7.05229, -0.18205, -2.72687], [-4.74169, -1.10837, -2.90652], [-3.00226, -0.38952, -1.30271], [-5.38598, -0.62590, 1.91681], [-6.06615, -1.47820, 4.14938], [-4.75581, -0.85723, 6.18792], [-2.69808, 0.53312, 5.93110], [-1.99821, 1.34503, 3.69667]], "forces_ev_per_angstrom": [[-0.7, -1.0, -0.2], [-1.2, -0.4, 0.1], [0.7, 0.7, 1.2], [0.7, 0.2, -0.9], [-0.1, 0.0, -0.5], [-0.2, -0.5, 0.2], [0.1, -0.1, 0.1], [0.6, -0.3, 0.1], [0.2, 0.5, 0.3], [0.5, 0.3, 0.0], [0.4, 0.3, -0.2], [-0.4, 0.2, -0.5], [-0.5, 0.0, -0.3], [-0.5, -0.3, -0.7], [-0.5, 0.1, 0.2], [-0.3, -0.1, 0.5], [-0.1, 0.2, 0.3], [-0.4, 0.0, 0.4], [0.0, 0.7, 0.3], [0.2, -0.1, 0.0], [-0.1, 0.0, -0.2], [0.1, 0.1, -0.1], [-0.1, -0.2, -0.3], [-0.3, 0.0, 0.2], [0.2, 0.2, 0.0], [0.1, -0.3, 0.2], [0.2, 0.3, 0.0], [-0.3, 0.0, 0.2], [-0.3, -0.1, -0.2], [0.3, -0.3, 0.0], [-0.1, 0.0, 0.4], [-0.1, 0.0, -0.2], [0.3, 0.3, 0.0], [0.2, -0.4, 0.0], [-0.3, 0.2, -0.2], [-0.2, 0.0, 0.4], [0.4, 0.3, 0.1], [-0.1, 0.1, 0.2], [0.1, -0.3, 0.0], [0.2, 0.1, 0.0], [-0.2, 0.2, 0.1], [0.2, 0.2, 0.0], [0.0, 0.0, -0.3], [-0.3, 0.0, 0.2], [-0.1, 0.0, -0.3], [0.0, -0.3, 0.0], [0.0, 0.9, -0.5], [-0.8, -0.6, -0.1], [-0.1, -0.3, -0.2], [-0.1, -0.1, 0.0], [0.5, 0.1, 0.2], [0.1, 0.5, 0.2], [0.6, -0.1, 0.6], [-0.2, -0.2, -0.4], [-0.1, 0.1, -0.1], [-0.2, -0.3, 0.0], [0.0, -0.3, 0.3], [0.3, 0.1, 0.1], [0.1, 0.2, 0.0], [1.5, -1.0, -0.7], [-0.6, 0.7, 0.3], [0.3, 0.2, 0.1], [0.2, 0.1, -0.1], [0.0, -0.3, 0.0], [0.1, -0.3, -0.1], [-0.2, 0.0, 0.0], [-0.1, 0.1, 0.0], [-0.3, -0.1, -0.5], [-0.2, -0.1, -0.3], [0.5, 0.0, 0.2], [0.0, -0.1, 0.0], [0.0, 0.2, 0.1], [-0.4, -0.1, -0.1], [0.1, -0.5, 0.3], [0.1, 0.2, 0.1], [-0.1, 0.0, 0.1], [0.1, 0.2, -0.5], [-0.1, 0.0, 0.2], [-0.1, 0.0, 0.1], [0.2, 0.2, 0.0], [0.3, -0.2, 0.0], [-0.1, -0.2, 0.0], [-0.2, 0.1, 0.1], [-0.1, 0.2, 0.2], [0.1, -0.2, -0.1], [0.3, -0.2, 0.0], [0.2, 0.1, 0.3], [-0.1, 0.2, 0.1], [-0.1, -0.1, 0.1], [0.1, 0.0, 0.3], [0.3, 0.2, 0.0], [0.2, 0.0, -0.3], [-0.1, -0.1, -0.1], [-0.2, -0.1, 0.1]], "mulliken_charge": [1.40, 0.70, 0.52, 0.64, 0.37, -0.72, -0.33, 0.29, -1.08, -1.15, -1.04, -1.08, -1.08, -1.05, -1.23, -1.18, -1.44, 0.44, 0.23, 0.17, 0.35, 0.62, 0.36, 0.31, 0.47, 0.17, 0.51, 0.28, 0.44, 0.37, 0.27, 0.47, 0.38, 0.34, 0.50, 0.30, 0.30, 0.46, 0.35, 0.35, 0.50, 0.38, 0.24, 0.55, 0.47, 0.41, 0.58, -0.62, -0.48, -0.57, -0.30, -0.26, -0.48, 0.30, 0.31, 0.37, 0.37, 0.38, 0.40, -0.30, 0.47, 0.69, -0.48, -0.79, -0.58, -0.63, -0.12, 0.39, -0.10, -0.75, -0.75, -1.03, -0.11, 0.46, -0.19, -0.72, -0.56, -0.74, -0.84, 0.31, 0.44, 0.42, 0.44, 0.10, 0.22, 0.46, 0.42, 0.44, 0.75, 0.40, 0.44, 0.45, 0.45, 0.43]}